1.
The following is a DFT calculation (wB97M-V/def2-TZVPD) of C42H92ClNO15P4SbSi as an isolated structure.

Output
Energy above the lowest of the compared OMol25 structures with the same formula, charge and spin, kJ/mol: 835.5
DFT total energy, hartree: -5194.17500

Geometry as ORCA input:
```
! RIJCOSX wB97M-V def2-TZVPD def2/J DEFGRID3
* xyz -1 1
C -0.778 -2.945 1.474
C -1.378 -3.972 0.406
O -2.814 -3.866 0.508
P -3.602 -4.432 -0.835
O -2.646 -5.068 -1.812
C -4.434 -3.021 -1.712
C -3.865 -1.586 -1.294
Sb -5.520 -0.097 -1.668
C -7.290 1.171 -2.188
C -8.140 0.646 -3.403
C -8.859 -0.736 -3.196
C -9.707 -0.862 -1.897
C -10.299 0.232 -1.145
C -11.067 -0.103 0.047
C -11.283 -1.453 0.538
C -10.726 -2.555 -0.234
C -9.957 -2.235 -1.418
C -6.771 -1.045 -0.083
C -6.000 -1.821 1.027
C -5.139 -1.154 2.152
N -6.070 -3.107 1.100
C -4.634 1.418 -0.307
C -5.551 2.611 0.122
C -6.683 2.253 1.154
Cl -4.423 3.812 1.014
Si -4.105 0.884 -3.569
C -2.247 1.066 -3.134
C -4.715 2.591 -4.188
C -4.177 -0.301 -5.103
O -4.629 -5.643 -0.323
C -5.770 -5.826 -1.175
C -5.444 -6.288 -2.642
H -0.420 -2.051 0.887
H 0.122 -3.355 1.995
H -1.566 -2.562 2.165
H -1.079 -4.998 0.736
H -0.960 -3.669 -0.580
H -5.554 -3.042 -1.603
H -4.243 -3.144 -2.811
H -3.492 -1.561 -0.241
H -2.982 -1.418 -1.963
H -6.124 -1.263 -2.872
H -6.954 2.213 -2.475
H -7.874 1.303 -1.238
H -8.919 1.387 -3.745
H -7.433 0.538 -4.279
H -8.193 -1.630 -3.249
H -9.588 -0.849 -4.054
H -10.129 1.281 -1.479
H -11.507 0.723 0.659
H -11.852 -1.666 1.472
H -10.828 -3.635 0.032
H -9.533 -3.089 -2.008
H -7.518 -0.345 0.389
H -7.404 -1.817 -0.611
H -4.124 -0.880 1.748
H -4.931 -1.926 2.946
H -5.648 -0.306 2.668
H -6.676 -3.466 0.354
H -3.763 1.879 -0.863
H -4.184 1.007 0.640
H -5.984 3.204 -0.714
H -7.722 2.315 0.740
H -6.644 3.006 1.990
H -6.576 1.253 1.634
H -2.002 0.606 -2.133
H -1.589 0.607 -3.928
H -1.964 2.149 -3.053
H -3.855 3.132 -4.682
H -5.608 2.491 -4.852
H -4.958 3.215 -3.278
H -5.123 -0.896 -5.101
H -3.249 -0.932 -5.157
H -4.159 0.371 -6.008
H -6.375 -6.654 -0.708
H -6.456 -4.944 -1.239
H -6.421 -6.236 -3.212
H -5.135 -7.361 -2.668
H -4.746 -5.607 -3.191
O 2.303 2.835 -2.360
P 2.085 2.759 -0.870
O 2.708 4.238 -0.440
C 2.438 5.406 -1.206
C 1.325 6.224 -0.578
O 3.384 1.820 -0.492
C 3.955 0.937 -1.455
C 5.166 1.581 -2.101
O 1.620 2.516 0.725
C 0.526 3.248 1.263
C -0.747 3.064 0.467
H 2.186 5.175 -2.242
H 3.357 5.997 -1.220
H 0.381 5.674 -0.598
H 1.183 7.162 -1.119
H 1.551 6.454 0.465
H 3.217 0.633 -2.198
H 4.265 0.032 -0.926
H 4.924 2.556 -2.527
H 5.570 0.944 -2.892
H 5.948 1.750 -1.357
H 0.793 4.303 1.355
H 0.368 2.879 2.280
H -0.621 3.395 -0.571
H -1.564 3.632 0.912
H -1.030 2.010 0.437
O 4.061 1.702 6.511
P 4.841 2.562 5.545
O 6.098 1.527 5.230
C 5.876 0.137 5.028
C 5.845 -0.200 3.549
O 5.570 3.543 6.649
C 4.984 3.766 7.926
C 5.623 2.862 8.961
O 5.453 3.623 4.400
C 5.358 3.300 3.018
C 3.937 3.041 2.569
H 4.958 -0.213 5.503
H 6.707 -0.391 5.503
H 4.991 0.276 3.062
H 5.765 -1.279 3.399
H 6.749 0.154 3.049
H 3.901 3.635 7.892
H 5.169 4.810 8.192
H 5.576 1.814 8.663
H 5.133 2.972 9.931
H 6.682 3.107 9.075
H 6.009 2.454 2.789
H 5.756 4.156 2.467
H 3.489 2.205 3.122
H 3.910 2.806 1.507
H 3.313 3.919 2.750
O 11.360 -1.438 -0.034
P 10.015 -2.067 -0.312
O 9.883 -1.700 -1.924
C 10.993 -1.820 -2.805
C 10.935 -3.121 -3.584
O 9.068 -0.878 0.309
C 9.559 0.000 1.318
C 10.023 1.302 0.695
O 8.592 -2.955 -0.417
C 8.583 -4.203 -1.096
C 9.593 -5.182 -0.536
H 11.948 -1.746 -2.282
H 10.939 -0.980 -3.501
H 11.038 -3.978 -2.914
H 11.739 -3.166 -4.321
H 9.979 -3.221 -4.103
H 10.350 -0.472 1.902
H 8.734 0.202 2.005
H 10.755 1.131 -0.096
H 10.468 1.956 1.448
H 9.181 1.823 0.234
H 8.728 -4.045 -2.166
H 7.579 -4.618 -0.977
H 10.614 -4.787 -0.608
H 9.550 -6.128 -1.076
H 9.396 -5.372 0.521
*
```

***

2.
The following is a DFT calculation (wB97M-V/def2-TZVPD) of a 10-piece molecular cluster, C42H95NO20 overall.

Output
DFT total energy, hartree: -3216.12876

Geometry as ORCA input:
```
! RIJCOSX wB97M-V def2-TZVPD def2/J DEFGRID3
* xyz 0 1
C -0.972 -0.292 0.976
C 0.047 -1.296 1.178
C 1.081 -1.408 0.251
C 1.021 -0.585 -0.968
C 0.029 0.447 -1.050
C -0.920 0.600 -0.077
N 2.024 -0.774 -1.973
O 2.910 -1.596 -1.781
O 1.980 -0.075 -3.000
H -1.673 -0.180 1.790
H -0.051 -1.905 2.065
H 1.815 -2.200 0.275
H -0.075 1.106 -1.899
H -1.637 1.403 -0.168
C -0.296 -0.106 -7.929
O -1.028 -0.128 -9.114
C -0.184 -0.376 -10.239
C -0.984 -0.238 -11.545
O -1.405 1.063 -11.790
C -2.555 1.241 -12.539
H 0.325 0.784 -7.824
H 0.365 -0.962 -7.789
H -1.089 -0.062 -7.183
H 0.208 -1.393 -10.264
H 0.721 0.226 -10.158
H -1.808 -0.944 -11.445
H -0.503 -0.633 -12.440
H -2.422 0.951 -13.581
H -2.742 2.312 -12.611
H -3.411 0.620 -12.275
C -2.945 -4.732 -2.235
O -3.403 -6.052 -1.866
C -4.471 -5.955 -0.899
C -5.110 -7.243 -0.660
O -4.182 -8.177 0.005
C -4.564 -9.592 0.102
H -2.710 -4.221 -1.301
H -3.670 -4.145 -2.798
H -1.976 -4.832 -2.724
H -5.207 -5.198 -1.169
H -4.105 -5.536 0.038
H -5.496 -7.708 -1.567
H -6.046 -7.147 -0.110
H -3.849 -10.191 0.665
H -4.453 -10.086 -0.863
H -5.583 -9.706 0.473
C 7.953 1.273 -3.820
O 8.219 2.296 -4.753
C 7.620 1.994 -6.011
C 7.679 3.137 -7.064
O 8.974 3.276 -7.606
C 9.037 4.114 -8.785
H 8.231 0.272 -4.152
H 6.929 1.384 -3.462
H 8.557 1.671 -3.005
H 6.593 1.641 -5.917
H 8.096 1.122 -6.460
H 7.438 4.099 -6.611
H 7.031 2.952 -7.921
H 8.450 3.797 -9.648
H 10.087 4.315 -8.994
H 8.577 5.062 -8.507
C 1.960 6.624 0.135
O 1.984 7.458 1.320
C 2.900 8.483 1.307
C 3.155 8.916 2.759
O 3.827 10.237 2.762
C 3.978 10.753 4.066
H 2.947 6.221 -0.093
H 1.578 7.214 -0.698
H 1.298 5.769 0.271
H 2.481 9.363 0.819
H 3.881 8.281 0.878
H 3.743 8.182 3.310
H 2.191 9.054 3.247
H 4.519 10.071 4.722
H 2.994 10.884 4.516
H 4.492 11.708 3.958
C -2.822 7.339 -0.167
O -3.070 5.927 -0.135
C -4.133 5.456 -0.963
C -3.779 5.568 -2.458
O -2.480 4.866 -2.648
C -2.098 4.703 -3.974
H -2.006 7.643 0.488
H -3.657 7.812 0.350
H -2.502 7.750 -1.124
H -5.103 5.931 -0.815
H -4.373 4.415 -0.747
H -3.581 6.611 -2.707
H -4.551 5.251 -3.158
H -1.060 4.374 -3.943
H -2.146 5.635 -4.537
H -2.714 3.911 -4.398
C -6.266 3.729 3.424
O -7.652 3.694 3.419
C -8.273 3.228 2.221
C -8.152 1.674 2.073
O -6.833 1.228 1.696
C -6.755 -0.234 1.364
H -5.948 4.664 2.963
H -5.831 2.888 2.883
H -5.933 3.832 4.457
H -8.023 3.786 1.318
H -9.319 3.490 2.380
H -8.778 1.604 1.183
H -8.591 1.179 2.940
H -5.978 -0.619 2.025
H -6.453 -0.381 0.327
H -7.548 -0.900 1.705
C 6.929 -5.798 -1.288
O 7.351 -6.558 -0.160
C 8.638 -6.352 0.370
C 8.832 -7.249 1.608
O 7.900 -6.940 2.644
C 6.503 -7.220 2.287
H 6.947 -4.740 -1.024
H 5.888 -5.956 -1.572
H 7.494 -6.006 -2.197
H 8.867 -5.297 0.517
H 9.302 -6.706 -0.419
H 9.808 -7.067 2.056
H 8.863 -8.303 1.331
H 5.985 -6.507 1.645
H 5.891 -7.210 3.189
H 6.382 -8.211 1.849
C -6.979 0.815 7.328
O -6.123 -0.143 7.936
C -4.761 0.276 7.808
C -4.176 0.048 6.406
O -4.080 -1.292 5.925
C -3.387 -2.172 6.780
H -7.996 0.497 7.554
H -6.877 0.863 6.243
H -6.755 1.801 7.735
H -4.138 -0.254 8.528
H -4.520 1.328 7.960
H -3.168 0.430 6.251
H -4.629 0.680 5.642
H -3.079 -3.107 6.314
H -4.081 -2.523 7.544
H -2.614 -1.627 7.322
C 1.638 -3.135 9.920
O 1.844 -3.987 8.749
C 1.486 -5.364 8.915
C 1.915 -6.085 7.680
O 0.931 -5.608 6.735
C 0.968 -6.139 5.486
H 0.653 -3.126 10.387
H 1.897 -2.141 9.558
H 2.329 -3.356 10.734
H 0.452 -5.453 9.249
H 2.104 -5.754 9.724
H 1.798 -7.167 7.733
H 2.965 -6.096 7.385
H 0.646 -7.177 5.569
H 1.986 -6.087 5.099
H 0.179 -5.583 4.980
*
```

***

| no. | HOMO-LUMO gap (Ha) | E_LUMO (eV) |
| --- | --- | --- |
| 1 | 0.156 | 0.20 |
| 2 | 0.315 | -0.83 |